No. 1
The following is a quantum chemistry calculation of a structure of composition C25H47N6O4SiTi in a non-equilibrium geometry, from the OMol25 dataset.

HOMO level (alpha / beta)	-16.507 / -16.508	eV
lowest unoccupied orbital energy (alpha / beta)	-9.39 / -9.43	eV
total charge	+3

XYZ file:
```
84
C25H47N6O4SiTi (wB97M-V/def2-TZVPD)
Ti -0.336 -0.076 -0.155
C 0.874 -0.217 4.645
O 1.852 -0.229 3.561
C 1.432 -0.140 2.342
O 0.237 -0.050 1.991
N 2.426 -0.160 1.438
N 2.080 -0.027 0.090
H 1.461 -0.313 5.549
H 0.198 -1.059 4.535
H 0.334 0.724 4.639
H 3.393 -0.172 1.729
H 2.523 -0.772 -0.439
H 2.438 0.853 -0.268
C 0.278 -1.801 -3.334
Si 0.167 -0.044 -2.724
C 1.759 0.756 -3.261
C -1.305 0.814 -3.492
C -1.488 0.577 -4.860
C -2.521 1.186 -5.559
C -3.404 2.033 -4.904
C -3.244 2.281 -3.546
C -2.204 1.679 -2.851
H 0.011 -1.782 -4.395
H -0.378 -2.524 -2.847
H 1.306 -2.158 -3.268
H 1.827 0.526 -4.331
H 2.656 0.335 -2.794
H 1.785 1.839 -3.166
H -0.815 -0.079 -5.403
H -2.636 0.996 -6.620
H -4.211 2.505 -5.453
H -3.927 2.948 -3.034
H -2.108 1.898 -1.796
C -1.513 3.808 1.146
C -0.362 2.835 1.298
O -0.079 2.084 0.064
C 0.417 2.998 -0.992
C 1.847 3.426 -0.781
H -1.827 4.124 2.142
H -2.366 3.357 0.636
H -1.237 4.710 0.605
H -0.561 2.088 2.058
H 0.549 3.354 1.584
H -0.248 3.856 -0.999
H 0.281 2.484 -1.934
H 2.010 3.924 0.174
H 2.096 4.149 -1.561
H 2.555 2.604 -0.888
C -2.289 -2.590 1.730
N -1.603 -3.500 0.807
C -2.160 -4.873 0.778
C -1.471 -5.718 -0.269
C 0.022 -5.515 -0.135
N 0.329 -4.082 -0.329
C 1.596 -3.779 -0.998
C -0.495 -3.175 0.156
O -0.192 -1.891 0.009
H -2.432 -3.116 2.673
H -3.269 -2.310 1.344
H -1.694 -1.706 1.919
H -3.227 -4.782 0.577
H -2.045 -5.307 1.773
H -1.791 -5.430 -1.273
H -1.730 -6.766 -0.128
H 0.577 -6.068 -0.888
H 0.381 -5.827 0.849
H 1.595 -4.195 -2.003
H 2.409 -4.233 -0.432
H 1.746 -2.710 -1.057
C -5.131 1.368 1.952
C -4.265 0.678 0.955
C -4.581 -0.134 -0.125
C -3.384 -0.524 -0.700
N -2.349 0.024 -0.013
N -2.929 0.754 0.994
C -3.181 -1.408 -1.879
H -6.179 1.223 1.702
H -4.929 2.440 1.972
H -4.961 0.970 2.954
H -5.572 -0.397 -0.464
H -2.374 1.219 1.692
H -3.343 -0.850 -2.805
H -3.898 -2.228 -1.853
H -2.174 -1.820 -1.911
```

No. 2
The following is a quantum chemistry calculation of a structure of composition C23H53HfO3P3 in a non-equilibrium geometry, from the OMol25 dataset.

HOMO level	-21.779	eV
lowest unoccupied orbital energy	-16.03	eV
total charge	+4

XYZ file:
```
83
C23H53HfO3P3 (wB97M-V/def2-TZVPD)
Hf 0.000 0.037 0.167
C -1.199 -1.049 -1.234
O -1.839 -1.639 -2.017
C -0.972 -1.580 1.354
O -1.506 -2.416 2.000
P 1.536 -1.820 -1.051
C 3.103 -1.722 -0.083
H 3.678 -2.569 -0.476
C 1.116 -3.628 -0.913
H 0.466 -3.637 -0.017
C 2.177 -1.569 -2.768
H 2.560 -0.534 -2.723
C -2.696 2.279 -1.759
P -2.176 1.490 -0.154
H -3.019 3.445 0.913
H -1.773 2.800 -2.067
C -3.817 0.865 0.481
H -4.535 1.619 0.111
C 0.291 -4.162 -2.089
H 0.940 -4.470 -2.928
H -0.482 -3.466 -2.437
H -0.221 -5.076 -1.738
C 2.305 -4.575 -0.655
H 1.986 -5.602 -0.891
H 2.624 -4.568 0.394
H 3.171 -4.356 -1.296
C 3.353 -2.491 -3.138
H 4.184 -2.455 -2.425
H 3.758 -2.155 -4.107
H 3.032 -3.533 -3.272
C 1.111 -1.608 -3.872
H 1.427 -0.926 -4.677
H 0.121 -1.285 -3.530
H 1.012 -2.611 -4.313
C 3.921 -0.452 -0.379
H 4.668 -0.636 -1.174
H 4.484 -0.152 0.516
H 3.301 0.399 -0.698
C 2.849 -1.993 1.400
H 2.251 -1.194 1.868
H 3.820 -2.048 1.923
H 2.317 -2.941 1.560
C -3.825 3.325 -1.605
H -3.782 3.904 -0.677
H -4.815 2.847 -1.671
H -3.741 4.048 -2.434
C -3.052 1.307 -2.882
H -3.991 0.770 -2.689
C -1.477 2.886 2.247
H -2.268 0.568 -3.066
H -3.189 1.885 -3.814
C -1.119 4.102 0.061
H -0.385 2.975 2.255
H -1.878 3.669 2.920
H -1.723 1.916 2.695
C -1.982 3.072 0.825
H -0.645 4.788 0.782
H -1.743 4.708 -0.613
H -0.309 3.645 -0.530
C -3.879 0.801 2.009
H -3.141 0.087 2.400
H -4.876 0.443 2.311
H -3.726 1.778 2.479
C -4.204 -0.505 -0.082
H -4.130 -0.574 -1.171
H -5.252 -0.709 0.207
H -3.583 -1.300 0.353
H 0.754 1.486 -0.932
H 1.358 0.905 -1.075
C 0.951 2.485 4.209
P 1.441 1.154 3.090
C 1.520 -0.256 4.193
C 2.799 1.935 2.118
O 0.374 0.735 2.035
H 0.927 3.449 3.682
H 1.716 2.538 5.012
H -0.034 2.275 4.639
H 0.518 -0.313 4.675
H 1.671 -1.223 3.715
H 2.311 -0.041 4.928
H 3.049 1.300 1.246
H 2.299 2.855 1.712
H 3.738 2.264 2.635
```

No. 3
The following is a quantum chemistry calculation of a cluster of 2 separate species, C8H7BrF3NO in total in a non-equilibrium geometry, from the OMol25 dataset.

HOMO level (alpha / beta)	-8.586 / -8.465	eV
lowest unoccupied orbital energy (alpha / beta)	-0.99 / -1.00	eV
total charge	0
ΔE to the lowest compared entry with this formula, charge and spin	42.7	kcal per mole

XYZ file:
```
21
C8H7BrF3NO (wB97M-V/def2-TZVPD)
C 0.857 1.162 -0.452
C 0.868 -1.179 0.144
C 2.236 1.177 -0.415
C 2.245 -1.158 0.214
C 0.158 -0.024 -0.200
C 2.922 0.017 -0.088
C -1.288 -0.075 -0.312
C -2.100 1.127 0.088
N -1.906 -0.985 -1.085
O -1.868 -1.222 1.719
F -2.099 2.081 -0.883
F -3.383 0.838 0.295
F -1.626 1.728 1.179
Br 4.818 0.039 -0.046
H 0.326 2.062 -0.717
H 0.319 -2.062 0.431
H 2.779 2.082 -0.635
H 2.798 -2.039 0.502
H -2.902 -1.095 -0.945
H -1.410 -1.851 -1.250
H -1.744 -0.625 2.456
```

No. 4
The following is a quantum chemistry calculation of the ion C3H7Br2N2 with charge +1 in a non-equilibrium geometry, from the OMol25 dataset.

HOMO level	-13.555	eV
SMILES string	N[C@@H](Br)C/[NH+]=C/Br
lowest unoccupied orbital energy	-5.55	eV
total charge	+1
ΔE to the lowest compared entry with this formula, charge and spin	36.5	kcal per mole

XYZ file:
```
14
C3H7Br2N2 (wB97M-V/def2-TZVPD)
N -0.428 0.822 -1.204
C 0.103 1.161 0.018
Br -0.660 2.956 0.949
C -0.255 0.082 0.989
N 0.578 -1.033 0.716
C 0.311 -1.758 -0.325
Br 1.295 -2.984 -1.217
H -1.449 0.767 -1.472
H 0.017 1.491 -1.890
H 1.176 1.533 -0.070
H -0.064 0.389 1.936
H -1.325 -0.238 0.807
H 1.455 -1.231 1.306
H -0.755 -1.958 -0.543
```

No. 5
The following is a quantum chemistry calculation of an isolated molecule of CH2N2O3 in a non-equilibrium geometry, from the OMol25 dataset.

HOMO level (alpha / beta)	-8.594 / -8.593	eV
lowest unoccupied orbital energy (alpha / beta)	-0.21 / -0.21	eV
total charge	0
ΔE to the lowest compared entry with this formula, charge and spin	122.1	kcal per mole

XYZ file:
```
8
CH2N2O3 (wB97M-V/def2-TZVPD)
C -0.714 -0.135 0.933
N -0.472 0.617 -0.060
N 0.651 0.469 -0.879
O -1.260 -0.464 1.900
O 1.019 -1.426 0.339
O 1.581 -0.331 -0.262
H -1.164 1.286 -0.287
H 0.358 -0.016 -1.684
```

No. 6
The following is a quantum chemistry calculation of an isolated molecule of C5H7NO in a non-equilibrium geometry, from the OMol25 dataset.

HOMO level	-9.197	eV
SMILES string	OCC#C[C@H]1CN1
lowest unoccupied orbital energy	0.82	eV
total charge	0
ΔE to the lowest compared entry with this formula, charge and spin	112.1	kcal per mole

XYZ file:
```
14
C5H7NO (wB97M-V/def2-TZVPD)
O 1.879 -0.371 1.422
C 2.266 -0.466 0.027
C 1.089 -0.069 -0.781
C 0.136 0.263 -0.080
C -1.040 0.531 0.660
C -2.208 0.325 -0.237
N -1.991 -0.553 0.893
H 1.803 0.565 1.661
H 3.125 0.178 -0.190
H 2.551 -1.509 -0.127
H -1.028 1.313 1.415
H -1.945 -0.027 -1.233
H -3.032 1.022 -0.172
H -1.585 -1.438 0.598
```

- What is the total charge in the fourth record?
  +1

- Look up the total charge of the first one.
  +3

- Which value of total charge does entry 6 give?
  0